Computed, not measured: C41H54N10O6PbS2Si2Te as an isolated structure in a non-equilibrium geometry, with wB97M-V/def2-TZVPD.

## Properties
multiplicity: 1
gap between HOMO and LUMO: 7.2389 eV
energy: -120545.7057 eV
LUMO level: 0.0 eV
charge: 0
relative energy (zero: lowest compared OMol25 entry of this formula, charge and spin): 30.41 kcal per mole

```
117
Properties=species:S:1:pos:R:3:forces:R:3:lowdin_charge:R:1
Pb -0.22178 -0.02505 1.60230 0.264 -0.162 0.047 1.328
C 5.20454 -0.83882 0.63670 -0.254 0.057 -0.031 -0.009
C 3.84774 -0.99596 1.26135 0.057 0.645 0.096 -0.257
N 3.08218 -0.03008 1.60219 -0.670 -0.604 0.315 0.092
N 3.50477 1.23921 1.47639 0.470 0.655 -0.246 -0.009
C 2.80094 2.32033 1.91398 -0.146 -0.062 0.132 -0.839
N 3.50401 3.47879 1.86794 0.228 0.014 -0.148 0.080
S 1.21589 2.39095 2.44464 0.571 0.299 0.190 0.626
C 3.36665 -2.36335 1.54670 -0.421 -0.415 0.155 -0.235
C 3.84644 -3.46644 0.84334 -0.134 0.162 -0.056 -0.018
C 3.39645 -4.72678 1.19426 -0.070 -0.096 0.095 -0.058
C 2.51600 -4.85852 2.25631 0.039 -0.019 -0.159 -0.051
C 2.07164 -3.70281 2.87960 0.028 0.112 -0.059 -0.123
N 2.47200 -2.48886 2.53038 -0.023 0.186 0.016 0.133
H 5.07147 -0.76852 -0.44294 0.154 0.054 -0.143 0.091
H 5.83245 -1.69619 0.86150 0.058 0.049 0.012 0.084
H 5.71063 0.06092 0.98746 0.134 -0.079 -0.031 0.074
H 4.43259 1.40697 1.09942 -0.162 0.084 0.016 0.120
H 4.51081 3.48328 1.84108 0.017 -0.043 -0.002 0.104
H 3.05452 4.27286 2.29037 -0.018 0.001 -0.046 0.086
H 4.51904 -3.34126 0.00757 0.078 0.010 -0.012 0.109
H 3.72627 -5.59528 0.64041 0.046 -0.028 0.023 0.108
H 2.16829 -5.82642 2.58651 -0.025 -0.035 -0.016 0.104
H 1.36394 -3.74638 3.69907 -0.045 -0.039 0.037 0.108
N 1.19012 -5.82498 -5.67065 -0.029 -0.093 -0.158 0.103
C 1.05839 -4.78578 -4.77782 0.111 0.287 0.131 -0.322
C 2.18547 -4.23640 -4.15904 -0.109 -0.119 -0.037 -0.031
C 2.05093 -3.17225 -3.28932 0.031 0.048 0.122 -0.061
C 0.79976 -2.63927 -3.02709 0.024 0.379 0.213 -0.285
C -0.32176 -3.13555 -3.67399 0.025 -0.049 -0.118 -0.075
C -0.19281 -4.20455 -4.53500 -0.004 -0.049 -0.029 -0.023
S 0.69528 -1.25832 -1.91444 0.094 -0.075 0.207 0.599
O -0.19479 -0.27353 -2.54457 -0.022 -0.703 -0.279 -0.512
O 2.04808 -0.77944 -1.73308 0.165 -0.030 0.081 -0.338
N 0.12574 -1.58430 -0.47439 0.588 -0.081 -0.601 -0.186
C -0.92137 -2.37709 -0.19152 -0.412 -0.614 0.014 -0.512
N -1.30100 -3.38254 -0.99194 -0.033 0.143 0.116 0.134
C -2.25815 -4.17727 -0.53737 -0.049 -0.002 -0.013 -0.126
C -2.87029 -4.01457 0.69369 0.023 0.127 -0.008 -0.046
C -2.46818 -2.90733 1.43028 -0.245 -0.272 0.021 -0.095
N -1.51211 -2.10329 0.99552 0.075 -0.020 -0.259 0.020
H 2.04011 -6.36016 -5.63873 -0.043 -0.027 0.021 0.091
H 0.36394 -6.34985 -5.89897 0.034 -0.024 0.021 0.092
H 3.16290 -4.64755 -4.37432 0.062 -0.002 0.012 0.108
H 2.91347 -2.72285 -2.81891 0.057 -0.060 0.031 0.104
H -1.28420 -2.68222 -3.49679 -0.064 -0.031 -0.020 0.109
H -1.06076 -4.60878 -5.03847 -0.090 0.030 -0.027 0.110
H -2.54339 -4.97861 -1.21210 -0.062 -0.074 0.060 0.110
H -3.63525 -4.68733 1.04784 -0.037 0.014 0.009 0.098
H -2.90698 -2.63656 2.38484 -0.008 -0.020 0.009 0.092
O -2.73471 -1.60980 4.16275 -0.029 0.146 -0.046 0.017
C -1.69923 -1.00583 4.43433 -0.008 -0.266 0.550 -0.625
O -1.12605 -0.07781 3.77957 -0.058 0.206 -0.297 -0.249
C -0.96663 -1.39624 5.71331 -0.046 -0.035 -0.123 -0.108
C -1.67426 -1.74064 6.85720 -0.018 0.008 -0.038 -0.005
C -1.00700 -2.11770 8.01398 -0.005 0.016 -0.108 -0.058
C 0.37423 -2.18256 8.02333 0.318 -0.032 0.020 -0.006
C 1.07540 -1.85559 6.86850 -0.950 0.035 -0.025 -0.144
C 0.41900 -1.45080 5.71503 0.122 0.027 0.041 0.058
N 2.52249 -1.94369 6.86908 0.749 -0.024 -0.065 -0.356
O 3.07804 -2.28689 7.89795 -0.085 0.001 0.026 0.065
O 3.11367 -1.67392 5.83910 -0.118 -0.013 0.057 0.066
H -2.75384 -1.70308 6.82495 -0.059 -0.041 -0.011 0.120
H -1.56243 -2.37607 8.90429 -0.010 0.011 0.040 0.106
H 0.92130 -2.48570 8.90308 0.005 -0.004 0.019 0.115
H 0.96892 -1.18610 4.82288 0.119 0.041 0.013 0.116
C -1.26869 4.87635 -4.11967 -0.452 -0.037 0.307 -0.175
Si -2.65895 4.47276 -2.89064 -0.127 0.417 -0.150 0.436
C -3.81281 5.95293 -2.63095 0.340 -0.304 -0.084 -0.180
C -3.66654 3.00377 -3.54936 0.303 0.276 0.262 -0.201
C -1.77113 3.95779 -1.29806 -0.371 -0.054 -0.806 -0.425
Te -1.07610 1.93954 -1.70316 0.114 1.449 1.110 1.728
C 0.93634 2.31595 -1.16408 -0.146 -0.119 -0.705 -0.454
Si 2.13360 2.64253 -2.61042 0.776 0.269 0.054 0.489
C 1.56466 1.85047 -4.23334 0.043 0.167 0.472 -0.163
C 2.45279 4.51319 -2.78330 -0.262 -0.454 -0.002 -0.172
C 3.80236 1.92049 -2.05211 -0.426 0.064 -0.196 -0.173
H -1.63575 5.06436 -5.12672 -0.048 -0.046 -0.101 0.033
H -0.58351 4.02893 -4.15710 0.098 -0.055 -0.103 -0.008
H -0.70067 5.75090 -3.80611 0.047 0.076 0.080 0.027
H -4.22879 6.28462 -3.58096 -0.042 0.008 -0.125 0.025
H -3.28679 6.79805 -2.19119 0.096 0.077 0.058 0.025
H -4.64552 5.70496 -1.97546 -0.052 -0.105 0.083 0.028
H -4.39447 3.29611 -4.30402 -0.024 0.126 -0.050 0.032
H -4.20571 2.52940 -2.72713 -0.093 -0.054 0.060 0.021
H -3.00759 2.25379 -3.98711 -0.047 -0.059 -0.092 0.008
H -2.46920 3.88120 -0.46452 -0.026 -0.180 0.077 0.013
H -0.96956 4.63948 -1.01714 0.170 -0.101 -0.048 0.026
H 1.22481 1.37341 -0.70103 0.172 -0.069 0.058 -0.027
H 0.92299 3.10412 -0.41425 -0.077 -0.013 0.029 0.007
H 0.88850 2.48495 -4.80511 -0.028 0.091 -0.016 0.018
H 1.04085 0.92694 -4.00012 -0.031 -0.111 -0.065 0.000
H 2.40844 1.59984 -4.87499 0.125 0.075 0.017 0.036
H 1.60251 5.08014 -3.15678 -0.122 0.004 -0.051 0.004
H 3.28210 4.67474 -3.47150 0.067 -0.018 -0.092 0.029
H 2.74012 4.94474 -1.82446 0.021 -0.039 0.119 0.026
H 3.65722 0.88386 -1.76314 -0.004 -0.151 0.073 -0.008
H 4.20444 2.48035 -1.20669 -0.027 0.096 0.079 0.015
H 4.54153 1.94769 -2.85125 0.052 0.072 -0.117 0.032
C -2.36824 2.85063 2.32072 0.027 -0.044 -0.160 -0.063
C -3.38601 2.20470 1.42614 0.073 0.029 -0.068 -0.232
C -4.73882 2.37806 1.66906 -0.057 -0.021 -0.009 -0.051
C -5.69198 1.78928 0.85447 -0.033 0.008 0.041 -0.090
C -5.27846 0.97005 -0.17768 -0.024 0.030 -0.073 -0.068
C -3.93002 0.75336 -0.44521 0.042 -0.082 0.116 -0.244
C -3.58287 -0.25876 -1.50980 0.009 0.065 0.154 -0.061
C -2.95747 1.41076 0.33807 -0.351 0.105 -0.009 -0.382
N -1.56653 1.34560 0.10279 0.076 -0.757 -0.014 -0.445
H -2.82033 3.63360 2.92783 -0.002 -0.037 0.067 0.083
H -1.55523 3.27408 1.73035 0.022 0.062 0.040 0.042
H -1.93366 2.09728 2.98268 0.042 0.075 0.145 0.050
H -5.04759 2.99164 2.50603 -0.001 0.051 0.016 0.108
H -6.74546 1.96158 1.02844 -0.028 -0.037 0.039 0.097
H -6.01610 0.47079 -0.79532 -0.019 -0.010 -0.030 0.109
H -4.31179 -0.22197 -2.32020 0.043 -0.017 -0.044 0.083
H -3.61214 -1.26521 -1.08081 0.028 -0.012 -0.012 0.080
H -2.58836 -0.12367 -1.92523 -0.051 -0.208 -0.099 -0.006
```
Positions in Å, forces in eV/Å.